Below is a cluster of 20 separate species, C82H221N17O24 in total in a non-equilibrium geometry, with properties calculated with ωB97M-V/def2-TZVPD.

## Properties
- total charge = 0
- Kohn-Sham gap (eV) = 8.5

The geometry in XYZ format:
```
344
C82H221N17O24 | the Open Molecules 2025 dataset | ωB97M-V/def2-TZVPD
C 1.522 -5.966 5.802
O 2.555 -5.479 4.924
C 2.078 -4.707 3.874
C 3.182 -4.351 2.870
N 4.122 -3.414 3.462
C 5.437 -3.249 2.762
C 6.313 -2.380 3.651
O 6.574 -3.001 4.971
C 6.949 -2.160 6.015
H 0.902 -5.184 6.240
H 1.968 -6.544 6.612
H 0.946 -6.737 5.290
H 1.484 -3.841 4.167
H 1.369 -5.273 3.270
H 2.709 -3.865 2.017
H 3.753 -5.233 2.577
H 4.297 -3.620 4.436
H 5.222 -2.635 1.887
H 5.907 -4.188 2.470
H 5.746 -1.453 3.739
H 7.209 -2.223 3.050
H 7.261 -2.847 6.802
H 6.087 -1.667 6.465
H 7.644 -1.385 5.695
C -0.475 -3.093 -1.405
O 0.307 -1.907 -1.043
C 1.576 -2.236 -0.517
C 2.310 -0.925 -0.455
N 1.510 -0.005 0.383
C 1.895 1.404 0.141
C 0.890 2.305 0.781
O -0.375 2.111 0.070
C -1.293 3.141 0.391
H -1.474 -2.803 -1.728
H -0.604 -3.725 -0.526
H 0.014 -3.748 -2.126
H 2.056 -2.956 -1.179
H 1.495 -2.615 0.502
H 2.387 -0.574 -1.484
H 3.319 -1.112 -0.088
H 0.529 -0.155 0.197
H 1.901 1.595 -0.932
H 2.923 1.618 0.434
H 1.215 3.345 0.774
H 0.709 2.132 1.842
H -2.122 3.225 -0.312
H -0.910 4.129 0.133
H -1.699 3.103 1.402
C -6.660 4.159 -6.791
O -5.843 4.855 -5.876
C -5.294 3.976 -4.864
C -4.336 4.817 -3.952
N -5.112 5.670 -3.067
C -4.230 6.480 -2.212
C -4.997 7.529 -1.419
O -5.815 8.187 -2.441
C -6.633 9.214 -1.824
H -6.235 3.193 -7.062
H -6.709 4.766 -7.696
H -7.676 3.970 -6.444
H -4.795 3.126 -5.329
H -6.015 3.479 -4.216
H -3.740 5.440 -4.619
H -3.700 4.135 -3.388
H -5.502 6.411 -3.632
H -3.512 6.957 -2.879
H -3.718 5.927 -1.424
H -4.285 8.252 -1.019
H -5.602 7.010 -0.676
H -7.214 9.641 -2.642
H -5.977 10.018 -1.490
H -7.295 8.925 -1.007
C -4.907 1.843 4.675
O -3.910 0.883 4.456
C -3.684 0.728 3.063
C -2.469 -0.253 2.705
N -2.745 -1.686 2.916
C -1.589 -2.454 2.492
C -1.853 -3.963 2.521
O -1.527 -4.469 3.784
C -1.657 -5.868 3.938
H -5.797 1.748 4.053
H -4.500 2.842 4.517
H -5.354 1.780 5.667
H -3.409 1.686 2.620
H -4.571 0.404 2.519
H -1.673 0.066 3.378
H -2.204 -0.086 1.661
H -2.866 -1.813 3.910
H -0.635 -2.305 2.997
H -1.427 -2.119 1.468
H -1.257 -4.446 1.747
H -2.885 -4.212 2.274
H -1.670 -6.073 5.008
H -0.769 -6.332 3.510
H -2.571 -6.216 3.456
C 2.410 1.124 -4.331
C 1.219 1.012 -5.201
C 0.646 -0.433 -5.315
O 1.496 -1.362 -5.955
C 1.057 -2.720 -6.098
N 0.187 1.807 -4.530
H 2.750 2.158 -4.272
H 3.254 0.606 -4.786
H 2.158 0.809 -3.318
H 1.282 1.418 -6.211
H -0.303 -0.392 -5.850
H 0.346 -0.794 -4.332
H 1.728 -3.294 -6.737
H 0.123 -2.790 -6.656
H 1.023 -3.170 -5.106
H -0.642 1.816 -5.108
H -0.191 1.374 -3.699
C -1.029 4.047 4.550
C 0.458 3.642 4.605
C 1.453 4.768 4.226
O 1.088 5.141 2.896
C 2.092 5.884 2.256
N 0.762 3.012 5.890
H -1.680 3.175 4.601
H -1.178 4.551 3.595
H -1.265 4.713 5.380
H 0.648 2.882 3.847
H 2.492 4.461 4.349
H 1.368 5.617 4.904
H 2.258 6.870 2.689
H 1.785 6.082 1.229
H 3.085 5.440 2.327
H 1.653 2.538 5.857
H 0.134 2.232 6.027
C -0.546 0.820 8.338
C -1.849 0.932 7.486
C -2.565 2.307 7.665
O -3.093 2.503 8.993
C -3.483 3.848 9.291
N -1.448 0.578 6.144
H -0.701 1.277 9.315
H 0.328 1.276 7.872
H -0.377 -0.217 8.626
H -2.550 0.217 7.916
H -3.380 2.404 6.948
H -1.897 3.105 7.342
H -4.325 4.096 8.645
H -2.610 4.472 9.102
H -3.888 3.919 10.301
H -2.270 0.671 5.564
H -1.023 -0.335 6.212
C -6.587 1.611 0.130
C -6.683 2.850 -0.691
C -6.931 4.105 0.180
O -8.216 4.251 0.796
C -9.301 4.514 -0.054
N -5.448 3.096 -1.444
H -6.248 0.821 -0.541
H -7.511 1.216 0.553
H -5.846 1.748 0.917
H -7.455 2.690 -1.444
H -6.760 4.959 -0.475
H -6.189 4.182 0.975
H -10.191 4.879 0.458
H -9.502 3.557 -0.537
H -9.112 5.283 -0.802
H -5.647 3.847 -2.090
H -5.165 2.351 -2.064
C -0.551 4.935 -2.524
C 0.998 5.291 -2.711
C 2.004 4.585 -1.747
O 3.309 4.847 -2.099
C 4.328 4.361 -1.178
N 1.252 4.987 -4.078
H -0.796 5.286 -1.522
H -0.711 3.863 -2.634
H -1.297 5.378 -3.184
H 1.091 6.366 -2.557
H 1.751 3.526 -1.696
H 1.852 5.050 -0.773
H 4.215 3.356 -0.770
H 4.484 5.085 -0.379
H 5.282 4.313 -1.703
H 1.198 3.979 -4.117
H 2.228 5.245 -4.048
C 2.560 -7.387 -10.325
C 3.437 -6.976 -9.130
C 2.736 -7.174 -7.760
O 3.649 -7.007 -6.695
C 3.015 -7.274 -5.453
N 4.649 -7.774 -9.194
H 1.774 -6.725 -10.690
H 2.029 -8.270 -9.972
H 3.072 -7.703 -11.234
H 3.740 -5.931 -9.179
H 2.196 -8.117 -7.681
H 1.928 -6.445 -7.698
H 2.900 -8.340 -5.257
H 2.029 -6.841 -5.285
H 3.619 -6.737 -4.722
H 5.107 -7.774 -8.294
H 4.352 -8.734 -9.299
C 0.077 -7.525 -1.212
C 0.988 -7.948 -0.053
C 1.361 -6.818 0.940
O 1.734 -5.611 0.238
C 2.939 -5.759 -0.491
N 0.289 -9.059 0.536
H -0.626 -6.851 -0.723
H -0.479 -8.290 -1.753
H 0.486 -6.791 -1.905
H 1.841 -8.394 -0.565
H 2.212 -7.113 1.554
H 0.543 -6.550 1.609
H 3.748 -5.915 0.223
H 3.095 -4.897 -1.140
H 2.910 -6.572 -1.216
H 0.872 -9.433 1.270
H 0.210 -9.789 -0.158
C -2.986 0.059 -1.053
C -2.425 0.226 -2.452
C -2.992 1.494 -3.204
O -4.420 1.491 -3.491
C -4.909 0.423 -4.314
N -1.010 0.454 -2.259
H -4.072 0.143 -1.017
H -2.623 0.891 -0.450
H -2.677 -0.921 -0.689
H -2.467 -0.638 -3.116
H -2.461 1.633 -4.145
H -2.652 2.315 -2.572
H -5.304 -0.367 -3.676
H -4.361 -0.003 -5.154
H -5.818 0.863 -4.723
H -0.537 -0.376 -1.931
H -0.850 1.034 -1.448
C -3.411 6.046 2.574
C -3.078 6.984 1.406
C -3.194 8.533 1.802
O -2.518 9.307 0.845
C -2.388 10.660 1.302
N -1.699 6.755 0.976
H -2.903 6.312 3.501
H -3.112 5.054 2.235
H -4.485 6.039 2.764
H -3.759 6.706 0.602
H -2.715 8.753 2.757
H -4.232 8.823 1.964
H -2.146 11.343 0.488
H -1.572 10.743 2.020
H -3.239 11.181 1.740
H -1.161 6.601 1.817
H -1.395 7.627 0.568
C 6.942 -2.664 -0.749
C 6.566 -3.893 -1.563
C 5.760 -3.671 -2.861
O 4.558 -2.901 -2.698
C 3.848 -2.786 -3.919
N 7.858 -4.537 -1.882
H 6.057 -2.224 -0.290
H 7.394 -1.813 -1.258
H 7.666 -3.004 -0.008
H 6.003 -4.613 -0.969
H 5.536 -4.645 -3.297
H 6.375 -3.098 -3.555
H 4.446 -2.342 -4.715
H 3.029 -2.074 -3.819
H 3.493 -3.734 -4.324
H 7.628 -5.413 -2.330
H 8.361 -3.952 -2.534
C -3.606 -3.454 -3.858
C -3.499 -4.986 -3.781
C -2.163 -5.555 -3.230
O -0.990 -5.036 -3.843
C -0.752 -5.629 -5.114
N -4.668 -5.542 -3.064
H -4.656 -3.160 -3.852
H -3.181 -3.003 -4.755
H -3.249 -2.888 -2.998
H -3.575 -5.278 -4.828
H -2.165 -6.642 -3.296
H -2.060 -5.212 -2.200
H 0.230 -5.335 -5.483
H -1.464 -5.389 -5.904
H -0.740 -6.719 -5.118
H -5.407 -5.317 -3.715
H -4.632 -6.551 -3.070
C 6.009 2.582 2.157
C 7.262 3.429 2.456
C 7.075 4.969 2.387
O 6.655 5.424 1.123
C 6.451 6.838 1.151
N 7.756 3.018 3.769
H 6.099 2.406 1.085
H 5.059 3.028 2.452
H 6.079 1.554 2.513
H 7.961 3.194 1.653
H 7.958 5.493 2.751
H 6.302 5.283 3.089
H 7.218 7.403 1.682
H 5.463 7.073 1.546
H 6.351 7.158 0.114
H 7.632 2.028 3.927
H 7.111 3.302 4.492
C 1.658 -0.436 3.970
C 2.930 0.360 3.700
C 3.879 0.344 4.880
O 3.461 1.249 5.963
C 3.049 0.620 7.153
N 3.561 -0.384 2.615
H 0.992 0.046 4.686
H 1.867 -1.463 4.269
H 1.104 -0.395 3.032
H 2.661 1.356 3.348
H 4.846 0.726 4.554
H 3.999 -0.679 5.239
H 2.246 -0.108 7.040
H 2.740 1.405 7.843
H 3.873 -0.033 7.444
H 3.738 -1.316 2.963
H 2.852 -0.414 1.897
C -4.370 -7.378 0.685
C -3.301 -8.392 0.649
O -2.217 -8.029 1.494
H -3.974 -6.397 0.422
H -4.716 -7.231 1.708
H -5.158 -7.682 -0.004
H -2.978 -8.405 -0.393
H -3.733 -9.356 0.918
H -1.387 -8.436 1.235
C 6.057 0.522 -2.694
C 7.342 1.116 -2.279
O 7.698 2.150 -3.171
H 5.277 1.283 -2.694
H 5.701 -0.148 -1.911
H 6.115 -0.108 -3.581
H 8.159 0.395 -2.262
H 7.207 1.439 -1.247
H 7.979 2.914 -2.663
C -5.830 -1.903 -0.026
C -5.064 -3.183 -0.183
O -5.865 -4.102 -0.864
H -6.139 -1.505 -0.992
H -5.372 -1.153 0.618
H -6.753 -2.253 0.438
H -4.808 -3.526 0.819
H -4.121 -3.080 -0.721
H -5.344 -4.394 -1.616
```